(one)
Computed, not measured: an isolated molecule of C3H5N3O, with wB97M-V/def2-TZVPD.

Element x y z (Å)
O  0.892  1.345  2.174
C  0.365  1.274  0.873
C  0.089  -0.034  0.215
N  -0.552  -1.189  0.539
C  -0.862  -1.671  -0.647
N  -0.425  -0.856  -1.623
N  0.250  0.154  -1.088
H  1.793  1.008  2.217
H  0.816  1.664  -0.101
H  -0.560  1.849  0.922
H  -1.426  -2.563  -0.860
H  -0.382  -0.980  -2.620

highest occupied orbital energy = -0.3637 Ha
total charge = 0
multiplicity = 1
SMILES string = OCc1nc[nH]n1

Atomic partial charges in e from the natural (NBO) method, atoms 1 to 5: -0.696, -0.119, 0.256, -0.456, 0.175

(two)
Computed, not measured: an isolated molecule of C3H5N3O, with wB97M-V/def2-TZVPD.

Element x y z (Å)
N  -2.101  0.151  -0.503
C  -0.941  -0.443  -0.040
O  -0.898  -1.654  0.091
C  0.209  0.562  0.215
C  1.482  -0.295  0.157
N  2.534  0.087  -0.796
N  2.772  0.383  0.335
H  -2.157  1.093  -0.230
H  -2.758  -0.557  -0.245
H  0.349  1.276  -0.558
H  -0.035  0.777  1.296
H  1.543  -1.379  0.279

highest occupied orbital energy = -0.3602 Ha
total charge = 0
multiplicity = 1
SMILES string = NC(=O)CC1N=N1

Atomic partial charges in e from the natural (NBO) method, atoms 1 to 5: -0.821, 0.690, -0.605, -0.564, -0.082

Least stable of them? (two).

(one)
Computed, not measured: an isolated molecule of C3H5N3O, with wB97M-V/def2-TZVPD.

Element x y z (Å)
N  -2.209  -0.659  0.093
N  -1.274  0.560  -0.158
C  -0.108  0.111  -0.223
C  0.996  0.968  -0.143
C  1.961  0.073  0.074
O  1.559  -1.254  -0.109
N  0.195  -1.197  -0.227
H  -1.756  -1.044  0.941
H  -1.556  -1.308  -0.753
H  -1.675  1.385  0.099
H  0.905  2.026  -0.268
H  2.963  0.338  0.676

highest occupied orbital energy = -0.3244 Ha
total charge = 0
multiplicity = 1
SMILES string = NNc1ccon1

Atomic partial charges in e from the natural (NBO) method, atoms 1 to 5: -0.635, -0.444, 0.299, -0.387, 0.157

(two)
Computed, not measured: a 2-piece molecular cluster, C3H5N3O overall, with wB97M-V/def2-TZVPD.

Element x y z (Å)
N  2.080  1.358  -0.494
C  0.900  -0.724  -0.045
C  0.033  -1.769  0.029
N  -1.244  -1.179  0.113
C  -1.039  0.153  0.085
O  -2.063  1.015  0.158
N  0.242  0.408  0.006
H  2.636  2.241  -0.500
H  2.148  1.063  0.480
H  0.159  -2.841  0.026
H  -2.149  -1.628  0.121
H  -1.702  1.902  0.020

highest occupied orbital energy (alpha / beta) = -0.3090 / -0.3090 Ha
total charge = 0
multiplicity = 1

Atomic partial charges in e from the natural (NBO) method, atoms 1 to 5: -0.682, 0.125, -0.221, -0.540, 0.626

Least stable of them? (two).

(one)
Computed, not measured: a 2-piece molecular cluster, C4H10ClNO overall, with wB97M-V/def2-TZVPD.

Element x y z (Å)
C  -1.008  -1.514  1.308
C  -0.235  -0.227  0.862
O  -0.134  0.729  1.579
N  0.384  -0.301  -0.425
C  1.078  0.867  -0.840
C  0.357  -1.337  -1.460
H  -0.543  -2.431  1.000
H  -1.950  -1.475  0.652
H  -1.362  -1.259  2.364
H  1.982  0.428  -1.435
H  0.586  1.405  -1.692
H  1.326  1.472  -0.055
H  0.506  -0.831  -2.450
H  1.199  -2.079  -1.292
H  -0.546  -2.038  -1.572
Cl  -0.611  4.848  1.963
H  -1.028  3.742  1.494

highest occupied orbital energy = -0.3366 Ha
total charge = 0
multiplicity = 1
SMILES string = CC(=O)N(C)C.Cl

Atomic partial charges in e from the natural (NBO) method, atoms 1 to 5: -0.728, 0.708, -0.621, -0.475, -0.392

(two)
Computed, not measured: an isolated molecule of C4H10ClNO, with wB97M-V/def2-TZVPD.

Element x y z (Å)
C  -0.073  -0.027  2.736
O  0.371  -0.308  1.435
C  -0.570  -0.284  0.475
Cl  -1.130  -1.952  0.060
N  0.137  0.504  -0.842
C  1.462  -0.052  -1.168
C  -0.750  0.442  -1.982
H  0.899  0.196  3.218
H  -0.821  -0.664  3.131
H  -0.411  1.055  2.671
H  -1.574  0.262  0.702
H  1.425  -1.033  -1.799
H  2.097  0.756  -1.656
H  1.865  -0.230  -0.233
H  -0.113  0.768  -2.716
H  -1.132  -0.520  -2.235
H  -1.683  1.087  -1.795

highest occupied orbital energy = -0.3270 Ha
total charge = 0
multiplicity = 1
SMILES string = CO[C@H](Cl)N(C)C

Atomic partial charges in e from the natural (NBO) method, atoms 1 to 5: -0.266, -0.536, 0.254, -0.121, -0.416

Least stable of them? (two).

(one)
Computed, not measured: C6H9N as an isolated structure, with wB97M-V/def2-TZVPD.

Element x y z (Å)
C  1.502  -0.721  0.049
C  0.098  -0.445  -0.469
C  -1.092  -0.937  0.321
C  -0.969  0.455  0.829
C  -0.521  1.207  1.800
C  -0.437  1.155  -0.886
N  -0.099  0.048  -1.784
H  1.512  -1.008  1.106
H  2.082  0.197  -0.040
H  2.037  -1.516  -0.502
H  -0.937  -1.699  1.097
H  -1.951  -1.144  -0.314
H  -0.913  0.675  2.698
H  -1.421  1.589  -1.074
H  0.302  1.910  -0.630
H  0.808  0.234  -2.200

highest occupied orbital energy = -0.2840 Ha
total charge = 0
multiplicity = 1

Atomic partial charges in e from the natural (NBO) method, atoms 1 to 5: -0.653, 0.319, -0.504, -0.059, -0.424

(two)
Computed, not measured: an isolated molecule of C6H9N, with wB97M-V/def2-TZVPD.

Element x y z (Å)
C  2.381  -0.483  -0.949
C  1.105  -0.124  -0.253
N  0.027  0.129  -0.919
C  -1.064  0.037  0.048
C  -2.379  0.751  -0.228
C  -0.427  0.027  1.400
C  0.895  -0.135  1.198
H  2.353  -0.094  -1.968
H  3.253  -0.084  -0.424
H  2.492  -1.576  -1.006
H  -1.186  -1.014  -0.267
H  -2.737  0.441  -1.214
H  -3.136  0.448  0.509
H  -2.306  1.843  -0.214
H  -0.949  0.103  2.350
H  1.678  -0.270  1.938

highest occupied orbital energy = -0.3424 Ha
total charge = 0
multiplicity = 1
SMILES string = CC1=N[C@H](C)C=C1

Atomic partial charges in e from the natural (NBO) method, atoms 1 to 5: -0.650, 0.211, -0.393, -0.143, -0.603

Least stable of them? (one).

(one)
Computed, not measured: C6H9N as an isolated structure, with wB97M-V/def2-TZVPD.

Element x y z (Å)
C  1.852  -0.503  -0.083
N  0.585  -0.315  -0.041
C  -0.457  -0.056  1.013
C  -0.621  1.168  0.131
C  -0.492  0.148  -0.985
C  -1.542  -0.963  -0.741
C  -1.518  -1.098  0.585
H  2.395  -0.674  0.839
H  2.361  -0.485  -1.039
H  2.061  1.886  0.149
H  -0.105  -0.019  2.047
H  1.278  1.948  0.171
H  -1.457  1.862  0.217
H  -0.177  0.393  -2.003
H  -2.105  -1.508  -1.488
H  -2.059  -1.783  1.227

highest occupied orbital energy (alpha / beta) = -0.2388 / -0.2387 Ha
total charge = 0
multiplicity = 1

Atomic partial charges in e from the natural (NBO) method, atoms 1 to 5: -0.110, -0.207, -0.098, -0.457, -0.098

(two)
Computed, not measured: an isolated molecule of C6H9N, with wB97M-V/def2-TZVPD.

Element x y z (Å)
C  0.066  2.506  0.037
C  0.176  1.010  -0.012
C  -0.811  0.097  -0.073
C  -0.178  -1.230  -0.134
C  -0.904  -2.540  -0.075
N  1.108  -1.177  -0.170
C  1.455  0.217  0.031
H  0.975  2.992  -0.335
H  -0.106  2.869  1.057
H  -0.774  2.848  -0.578
H  -1.880  0.283  -0.082
H  -1.039  -2.830  0.974
H  -1.893  -2.488  -0.537
H  -0.308  -3.315  -0.560
H  2.274  0.581  -0.599
H  1.838  0.177  1.057

highest occupied orbital energy = -0.3333 Ha
total charge = 0
multiplicity = 1
SMILES string = CC1=CC(C)=NC1

Atomic partial charges in e from the natural (NBO) method, atoms 1 to 5: -0.649, 0.056, -0.303, 0.238, -0.653

(three)
Computed, not measured: an isolated molecule of C6H9N, with wB97M-V/def2-TZVPD.

Element x y z (Å)
C  1.558  -0.627  0.957
C  0.456  -0.208  0.011
C  0.507  0.842  -1.106
C  -0.279  1.097  0.134
C  -1.620  0.301  0.156
N  -1.808  -0.595  -0.971
C  -0.890  -0.986  0.066
H  1.324  -0.262  1.966
H  2.540  -0.236  0.686
H  1.638  -1.717  1.036
H  1.474  1.322  -1.222
H  -0.031  0.859  -2.057
H  -0.047  1.887  0.839
H  -2.484  0.578  0.749
H  -1.315  -0.313  -1.812
H  -1.022  -1.943  0.567

highest occupied orbital energy = -0.3134 Ha
total charge = 0
multiplicity = 1
SMILES string = C[C@]12C[C@H]1[C@H]1N[C@H]12

Atomic partial charges in e from the natural (NBO) method, atoms 1 to 5: -0.611, -0.050, -0.420, -0.264, -0.077

Least stable of them? (one).

(one)
Computed, not measured: C15H24Cl2N3O3OsSSi as an isolated structure, with wB97M-V/def2-TZVPD.

Element x y z (Å)
Os  0.428  0.502  0.540
O  -2.976  0.240  -1.545
C  -2.086  0.193  -0.745
O  -0.886  0.741  -0.910
C  -2.229  -0.554  0.559
C  -3.385  -1.218  0.908
C  -3.419  -1.900  2.115
C  -2.293  -1.894  2.923
C  -1.169  -1.202  2.513
N  -1.144  -0.541  1.353
H  -4.223  -1.185  0.226
H  -4.310  -2.431  2.421
H  -2.276  -2.415  3.870
H  -0.272  -1.158  3.113
Cl  2.256  1.502  -0.784
C  2.095  3.247  -1.255
Cl  0.540  3.602  -1.943
H  2.876  3.389  -1.993
H  2.264  3.826  -0.356
C  -0.981  2.003  3.446
Si  -0.546  2.478  1.689
C  0.667  3.898  1.752
C  -2.109  2.977  0.801
H  -1.366  2.901  3.939
H  -0.114  1.670  4.018
H  -1.766  1.247  3.505
H  0.356  4.571  2.556
H  0.658  4.478  0.828
H  1.683  3.576  1.988
H  -2.484  3.894  1.265
H  -2.897  2.228  0.895
H  -1.947  3.172  -0.258
O  2.523  1.609  3.905
S  2.602  0.424  3.072
N  1.596  0.378  1.932
C  1.087  -2.105  -4.188
C  1.582  -2.849  -2.939
C  3.105  -3.032  -2.978
C  0.872  -4.201  -2.791
C  1.250  -2.023  -1.767
N  0.987  -1.370  -0.861
H  1.325  -2.706  -5.065
H  1.575  -1.136  -4.291
H  0.008  -1.952  -4.156
H  3.357  -3.640  -3.847
H  3.467  -3.542  -2.086
H  3.617  -2.074  -3.069
H  1.112  -4.814  -3.660
H  -0.210  -4.076  -2.748
H  1.203  -4.727  -1.897

highest occupied orbital energy = -0.4354 Ha
total charge = +1
multiplicity = 1

Atomic partial charges in e from the natural (NBO) method, atoms 1 to 5: 0.845, -0.525, 0.754, -0.682, 0.087

(two)
Computed, not measured: C15H24Cl2N3O3OsSSi as an isolated structure, with wB97M-V/def2-TZVPD.

Element x y z (Å)
Os  0.136  -0.346  0.763
O  -0.737  3.502  1.840
C  -0.608  2.317  1.808
O  -0.886  1.572  0.694
C  -0.151  1.481  2.952
C  -0.178  1.986  4.235
C  0.150  1.143  5.285
C  0.496  -0.168  5.001
C  0.520  -0.602  3.690
N  0.208  0.213  2.673
H  -0.469  3.016  4.382
H  0.127  1.500  6.305
H  0.741  -0.866  5.788
H  0.781  -1.614  3.423
Cl  1.372  0.034  -2.136
C  1.031  -0.571  -3.787
Cl  -0.686  -0.770  -4.085
H  1.521  -1.531  -3.886
H  1.432  0.160  -4.478
C  -2.542  0.736  -1.471
Si  -1.986  2.247  -0.558
C  -3.386  3.049  0.344
C  -0.951  3.405  -1.561
H  -2.867  1.024  -2.474
H  -3.386  0.266  -0.964
H  -1.762  -0.015  -1.588
H  -4.181  3.260  -0.377
H  -3.100  3.984  0.822
H  -3.806  2.379  1.098
H  -1.564  3.852  -2.347
H  -0.117  2.887  -2.036
H  -0.559  4.212  -0.942
O  -2.539  -0.914  2.822
S  -2.508  -1.756  1.621
N  -1.352  -1.579  0.676
C  2.364  -5.107  0.351
C  3.037  -3.888  0.998
C  4.301  -3.489  0.224
C  3.368  -4.170  2.470
C  2.088  -2.762  0.948
N  1.351  -1.883  0.912
H  3.037  -5.961  0.436
H  2.162  -4.931  -0.705
H  1.428  -5.355  0.850
H  4.988  -4.334  0.219
H  4.800  -2.641  0.692
H  4.066  -3.232  -0.809
H  4.100  -4.976  2.515
H  2.481  -4.484  3.020
H  3.796  -3.292  2.955

highest occupied orbital energy = -0.3976 Ha
total charge = +1
multiplicity = 1

Atomic partial charges in e from the natural (NBO) method, atoms 1 to 5: 0.885, -0.516, 0.782, -0.839, 0.065

Least stable of them? (one).